# 1
This record from the OMol25 dataset describes a 2-piece molecular cluster, C9H14 overall in a non-equilibrium geometry. The level of theory is ωB97M-V/def2-TZVPD.

Element x y z (Å)
H: -0.1982 1.6510 2.0360
C: 4.4154 0.5681 0.1509
C: -0.2901 0.5916 1.8190
C: -2.5740 0.9641 -1.1276
C: -1.6876 1.3189 -0.1273
H: 5.3068 -1.3689 0.0258
H: -3.5361 -0.5259 -2.2318
H: 5.1976 1.0550 0.7419
H: -3.1212 1.6069 -1.8122
H: -2.2657 -2.3734 -1.1930
H: 3.5421 1.1365 0.4890
H: 4.5502 0.7801 -0.9086
C: -1.9908 -1.3648 -0.9136
C: -0.9797 0.3019 0.5079
H: -0.5826 -1.8428 0.5762
H: -0.8375 0.0715 2.6059
C: -1.1400 -1.0297 0.1357
H: 3.6241 -1.4758 -0.1364
H: -1.4805 2.3263 0.1890
H: 4.2236 -1.1459 1.4783
C: 4.3868 -0.9281 0.4252
C: -2.7397 -0.3614 -1.5166
H: 0.6883 0.0953 1.8304

Cartesian forces (eV/Å) of the 3 atoms listed first:
H 0.1 0.1 0.0
C -0.2 0.6 0.5
C 0.4 -0.8 -0.6

Values from the calculation:
Relative energy (zero: lowest compared OMol25 entry of this formula, charge and spin)   59.6 kJ/mol
Spin multiplicity   2
Expectation value of S²   0.757
LUMO level (alpha / beta)   3.465 / 3.375 eV
Max |F|   2.792 eV Å⁻¹
Total charge   -1
Gap between HOMO and LUMO (alpha / beta)   2.2 / 7.0 eV



# 2
This record from the OMol25 dataset describes a 8-piece molecular cluster, C21H44Cl15O5P overall in a non-equilibrium geometry. The level of theory is ωB97M-V/def2-TZVPD.

Element x y z (Å)
Cl: -0.7644 -5.0229 -0.2742
H: 10.1493 -2.0799 -2.2552
H: -2.0956 2.6566 0.4247
H: -4.7952 5.7940 -3.4771
H: 0.0091 -5.9875 -2.2723
H: 0.3304 4.1804 3.9868
H: 3.8284 -2.9186 4.4504
H: -5.4379 1.4388 -3.5584
O: 2.1856 0.3338 1.1579
Cl: 3.0933 -4.1808 2.6040
C: 3.6873 -2.7152 3.3951
P: 2.1525 0.4971 -0.3333
H: 5.6024 -1.3387 -1.6046
H: -6.2184 -0.1626 -3.6985
H: -3.7890 -0.7551 -0.1161
H: -2.0844 1.4745 5.1000
C: 1.0907 3.4191 4.1264
Cl: 0.5439 1.9259 3.3523
Cl: -0.9667 -8.1572 -3.6655
H: -0.8881 -0.0591 1.3526
C: -5.5267 0.2491 -1.6821
H: -4.6400 -0.2728 2.5013
Cl: 5.2252 -2.1801 2.7087
Cl: -3.2335 6.9643 -2.1618
C: -2.1848 2.2234 5.8777
H: 1.0729 4.3662 -0.9988
H: -1.8463 -1.4135 0.8405
H: 0.2995 -4.2342 -2.2172
H: 2.9565 -1.9241 3.2581
H: 8.4097 -2.4478 -2.2108
H: 1.8004 5.0978 0.4553
H: 4.8642 0.5781 0.6570
Cl: -2.8635 5.8101 -4.8212
C: 0.9577 -0.6760 -1.1008
O: -1.3558 1.3473 -1.0353
C: 0.3329 -5.1603 -1.6526
H: 6.4323 0.1787 -1.0984
H: 4.2416 -1.0857 0.5868
H: -0.6744 3.1540 -0.4661
C: -3.4070 0.2807 -0.1707
C: 0.0856 -1.4111 -0.0520
C: 2.2955 2.9897 0.1749
H: 0.7539 -1.6419 0.7853
H: 1.2448 3.2371 5.1799
H: -1.9626 -0.5072 -1.4928
H: -3.6248 1.0268 -2.1943
C: -4.2365 0.9877 -1.2872
Cl: -4.6253 2.6823 -0.8143
Cl: 9.6869 -4.0477 -1.0530
Cl: 1.9976 -5.4491 -1.1345
H: 1.7329 2.8566 1.0947
H: 6.5014 -1.2469 -0.0910
H: 2.7844 4.7955 -0.9786
H: -7.0902 1.1369 -2.9460
O: -3.5348 0.8325 1.1178
H: -5.3902 -0.8375 -1.6841
H: -3.1029 -9.1038 -3.4194
H: -6.3149 0.4478 -0.9467
H: -5.5476 0.2110 1.0439
O: 3.6268 0.1471 -1.0104
H: 1.5884 -1.4334 -1.5872
Cl: 2.6107 3.9922 3.4230
C: 4.5801 -0.2396 -0.0130
H: -5.1127 1.4162 2.2510
C: 5.8518 -0.6852 -0.7628
H: 3.3739 2.9229 0.3451
Cl: -3.2168 -7.1977 -2.0475
C: 9.3279 -2.4179 -1.6340
C: -4.7619 0.5103 1.7422
C: -6.0871 0.7174 -3.0590
C: -3.7329 5.6939 -3.2859
C: 1.9666 4.3982 -0.3694
C: -1.1485 -0.6479 0.4700
H: -0.1807 -2.3817 -0.4821
C: -1.9290 0.1380 -0.6013
H: -0.4639 1.9434 0.7750
O: 1.8573 2.0441 -0.8137
Cl: -3.5417 1.7866 6.9214
H: -2.1207 -9.2758 -1.9478
H: -2.3818 3.1945 5.4375
H: -3.5250 4.7276 -2.8390
C: -1.1532 2.2883 0.0018
Cl: -0.6656 2.3064 6.7812
Cl: 9.1196 -1.2786 -0.3002
H: 0.3830 -0.2197 -1.9131
C: -2.4114 -8.6062 -2.7492

Cartesian forces (eV/Å) of the 3 atoms listed first:
Cl -0.1 0.0 0.0
H 0.0 0.0 0.1
H 0.2 -0.4 0.1

Values from the calculation:
LUMO level   0.319 eV
SMILES   CCOP(=O)(CCC[C@H](OC)[C@@H](OC)[C@H](Cl)CC)OCC.ClCCl.ClCCl.ClCCl.ClCCl.ClCCl.ClCCl.ClCCl
Max |F|   2.197 eV Å⁻¹
Gap between HOMO and LUMO   10.0 eV



# 3
This record from the OMol25 dataset describes an isolated ion of composition C9H16ClN2 and charge +1 in a non-equilibrium geometry. The level of theory is ωB97M-V/def2-TZVPD.

Element x y z (Å)
C: -2.2397 -0.6270 -0.6986
C: 2.1043 -0.8404 0.5485
H: 1.9509 -0.7478 -2.8415
C: -1.2878 0.7337 1.4821
H: 0.7422 -2.1141 1.2960
H: 1.9945 0.7169 1.9783
H: 2.1778 -2.7869 0.5305
N: 2.4656 -0.9948 -0.8525
H: -1.0386 -0.2455 2.0030
H: -3.2961 -0.2903 -0.6160
H: -0.2534 -0.9568 -1.7377
C: 1.7083 -0.6879 -1.8055
H: -2.1823 1.0762 1.9562
H: -2.0112 -0.5708 -1.7713
C: 2.3208 0.3789 1.0629
C: 0.0523 0.5127 -0.5495
H: -2.8798 1.8454 -0.9838
H: 2.2558 -2.2747 2.3247
N: 0.3755 -0.2998 -1.5212
C: -1.3752 0.5842 -0.0811
H: -1.4853 2.0558 -1.7718
Cl: 3.1250 1.7315 0.2252
H: -1.5983 2.8236 0.0212
H: 0.8659 1.2810 -0.3074
H: -0.5348 1.4305 1.8247
C: -1.7786 1.9311 -0.7380
H: -2.0019 -1.5644 -0.2111
C: 1.8240 -2.1003 1.2339

Cartesian forces (eV/Å) of the 3 atoms listed first:
C 0.4 2.9 0.6
C 1.9 2.0 -1.8
H 0.4 -0.3 -0.6

Values from the calculation:
Relative energy (zero: lowest compared OMol25 entry of this formula, charge and spin)   378.0 kJ/mol
LUMO level   -4.312 eV
SMILES   CC(=C/Cl)/N=C\[NH+]=C\C(C)(C)C
Max |F|   4.571 eV Å⁻¹
Total charge   +1
Gap between HOMO and LUMO   8.6 eV



# 4
This record from the OMol25 dataset describes C44H47N3O3P2RuS as an isolated structure in a non-equilibrium geometry. The level of theory is ωB97M-V/def2-TZVPD.

Element x y z (Å)
H: -1.2457 1.0310 -4.4036
N: -2.3258 4.1063 1.3267
C: 5.1451 2.6479 -1.3962
H: 1.0706 -3.1547 -1.2021
H: 1.0028 1.1397 4.5680
P: 2.4197 -0.6535 0.2597
C: 2.7216 -3.3174 0.7741
H: 1.2979 -2.5771 -6.0177
H: 4.6083 -5.8326 -0.4634
C: 3.2386 -4.5915 0.6250
H: -5.5588 -0.7927 2.0236
C: 1.6260 0.1660 2.7583
N: 0.3934 -0.2078 -4.8265
C: -3.4237 -0.6748 -1.1885
C: -1.3244 2.3577 -0.0142
C: 3.4819 0.6204 -0.4642
O: -0.3188 1.9266 -0.6820
H: -1.7527 4.3691 -0.6993
H: -3.2500 -1.6249 2.0764
C: 3.8464 -0.7060 2.6664
C: -1.9783 -0.9812 -4.8401
H: 4.6455 -1.2121 2.1412
H: 1.2380 -5.0795 -2.7167
H: -0.7654 0.1907 -2.7551
H: 2.9879 -0.1923 -3.8154
C: 0.1684 -3.6125 -1.5840
H: 0.9411 0.3924 -6.7291
C: 3.1372 -2.2809 -0.0706
C: 2.9365 1.7886 -0.9946
H: -1.4086 -4.4528 1.2546
H: -1.7946 -1.7745 -5.5617
C: -0.3423 -1.8298 3.9122
H: -3.0016 -0.6325 -4.9811
H: 5.3204 -0.4245 -0.0054
C: 5.6958 1.4856 -0.8708
C: 1.8045 0.6270 4.0529
H: -0.8131 -6.1213 -3.6278
C: -1.0075 0.1769 -5.0462
H: -5.1398 0.2021 -2.1202
C: 4.8724 0.4751 -0.4052
S: 0.0219 0.1727 2.0067
H: 6.7696 1.3659 -0.8242
H: -3.0332 -5.2535 -2.9864
C: -0.9593 -4.0897 3.3251
C: 3.0336 0.4011 4.6537
H: 5.3248 -4.0229 -1.9832
C: -0.4500 -1.4779 2.5744
C: 4.0349 -0.2875 3.9747
C: -4.9543 -0.7497 1.1278
C: -5.4844 -0.2347 -0.0453
C: -4.7192 -0.1962 -1.2066
H: -1.8549 4.3942 2.1845
H: -1.1433 -5.1129 3.6234
P: -1.1960 -1.7807 -0.0161
H: 1.9980 -3.1257 1.5602
H: 1.6128 -1.8337 -7.5876
C: 2.6302 -0.4450 2.0370
H: 1.8659 1.9422 -1.0580
C: -1.3697 3.8793 0.1937
H: -6.5027 0.1304 -0.0608
C: -3.6514 -1.2245 1.1551
H: -0.0551 -1.1042 4.6607
H: -0.5139 -3.4306 5.3188
H: 5.7930 3.4368 -1.7536
H: -2.8361 -0.6567 -2.0983
C: -2.2423 -3.7154 -1.7247
H: 3.3387 3.7011 -1.8694
O: -0.7952 1.2063 2.6415
C: -2.8892 -1.2018 -0.0099
H: 2.4057 -1.8567 -3.9879
H: 2.2596 -0.2479 -5.7839
H: -0.0316 -1.9161 -6.9747
C: -1.0867 -3.1271 -1.2085
C: -1.0989 -3.7249 1.9943
C: -0.6040 -3.1418 4.2803
C: -0.8889 -5.2800 -2.9518
H: -3.0532 4.7884 1.1136
H: -2.7577 3.1657 1.4744
H: 2.9142 -5.3869 1.2822
C: 4.5878 -3.8259 -1.2164
H: -1.0764 0.5462 -6.0666
Ru: 0.2781 -0.1202 -0.5037
C: 1.2157 -0.4047 -6.0393
C: 0.8728 -0.4228 -3.6098
C: 0.2651 -4.6914 -2.4444
H: 4.9813 -0.4769 4.4628
C: 2.2646 -0.9206 -3.4475
H: -0.3921 4.2887 0.4293
H: 2.4537 -1.0957 -2.3977
H: -1.8961 -1.4229 -3.8462
C: -2.1369 -4.7919 -2.5948
C: -0.8595 -2.4051 1.6247
H: 3.2086 0.7477 5.6631
O: -2.2361 1.7038 0.4652
C: 4.1816 -4.8435 -0.3640
C: 1.0070 -1.7648 -6.6851
C: 3.7684 2.7968 -1.4602
N: 0.1392 -0.2117 -2.5221
H: -3.2208 -3.3503 -1.4427
H: 4.3999 -1.7667 -1.7454
C: 4.0624 -2.5491 -1.0798

Cartesian forces (eV/Å) of the 3 atoms listed first:
H 0.0 0.0 0.0
N 0.0 -0.1 0.0
C 0.0 0.0 0.0

Values from the calculation:
Relative energy (zero: lowest compared OMol25 entry of this formula, charge and spin)   39.0 kJ/mol
Spin multiplicity   2
Expectation value of S²   0.758
LUMO level (alpha / beta)   -9.007 / -9.194 eV
Max |F|   1.806 eV Å⁻¹
Total charge   +3
Gap between HOMO and LUMO (alpha / beta)   7.2 / 7.0 eV



# 5
This record from the OMol25 dataset describes a 3-piece molecular cluster, C3H12N4 overall in a non-equilibrium geometry. The level of theory is ωB97M-V/def2-TZVPD.

Element x y z (Å)
H: 0.3728 2.5416 -0.9398
H: -0.4268 -0.9980 2.3745
N: 0.7981 -2.5504 -0.1403
C: -0.2227 -0.3743 -1.5144
C: 0.6182 -0.5400 0.7103
N: -0.4306 -0.6643 -0.1059
H: 0.4364 -2.8208 -1.0555
N: 0.4980 -0.8375 2.0094
H: 1.5962 -0.2142 0.3756
H: -0.8191 0.4945 -1.7907
H: 0.8237 -0.1912 -1.7791
H: -0.5976 -1.2112 -2.1029
H: -1.1892 1.2851 1.1954
H: 1.2045 -0.5195 2.6480
C: -0.5171 2.4554 -0.3102
H: 0.2172 -3.0577 0.5292
N: -0.3066 1.4664 0.7175
H: -0.6696 3.4469 0.1482
H: -1.3858 2.2892 -0.9694

Cartesian forces (eV/Å) of the 3 atoms listed first:
H 0.0 0.0 0.0
H 0.0 0.0 -0.1
N 0.6 -0.9 -0.1

Values from the calculation:
Relative energy (zero: lowest compared OMol25 entry of this formula, charge and spin)   532.7 kJ/mol
LUMO level (alpha / beta)   0.650 / 0.761 eV
Max |F|   1.656 eV Å⁻¹
Gap between HOMO and LUMO (alpha / beta)   8.3 / 8.5 eV



# 6
This record from the OMol25 dataset describes a 6-piece molecular cluster, C16H32FNO10S2 overall in a non-equilibrium geometry. The level of theory is ωB97M-V/def2-TZVPD.

Element x y z (Å)
H: -4.6527 -11.7434 38.7519
H: -9.0049 -10.3157 38.7596
C: -11.1193 -6.5522 35.4160
H: -8.9133 -10.4869 34.7096
H: -10.9076 -10.4461 37.5453
H: -6.5064 -7.2973 36.6122
O: -5.7655 -9.3385 38.9079
H: -7.5150 -6.5323 39.6977
S: -6.5236 -4.1990 38.1198
C: -12.8697 -7.8589 33.9387
H: -7.6989 -6.6616 35.8374
H: -12.7473 -5.6665 34.4202
O: -9.9339 -6.8404 34.9606
O: -11.4149 -12.2907 35.4915
C: -12.4828 -11.6072 35.7451
H: -7.2036 -5.8427 41.2748
H: -8.6039 -3.7136 40.2516
H: -8.5858 -12.4254 40.6583
C: -10.8279 -10.3107 36.4856
O: -12.2462 -10.4153 36.2020
H: -8.4683 -5.0555 37.4468
C: -10.0277 -6.7066 33.6432
C: -7.3578 -5.6069 40.0963
H: -9.4964 -5.2360 39.4557
H: -10.4074 -9.5164 36.1671
C: -12.1013 -6.5856 34.1837
O: -11.2357 -6.4292 33.1435
H: -6.7633 -7.6838 35.2347
H: -13.2204 -8.1952 34.8740
H: -12.1367 -8.5512 33.5319
H: -11.3587 -7.3621 36.2658
H: -8.5913 -3.1925 37.7851
O: -6.0099 -4.8386 36.9281
F: -9.1876 -7.9417 37.9338
O: -6.6974 -10.2645 36.8698
C: -8.4733 -4.7498 39.5867
H: -5.1393 -5.8100 39.1952
H: -9.6477 -12.0819 36.6589
H: -6.3624 -13.5827 39.7488
C: -8.0537 -12.2171 39.6042
H: -10.0660 -11.3379 33.7831
O: -6.2000 -2.8104 38.3698
C: -6.0345 -5.1811 39.5285
C: -7.9830 -10.7325 39.2320
C: -8.2752 -4.3212 38.1314
H: -7.8152 -8.1021 36.2313
H: -6.1595 -12.3626 40.7171
C: -6.4941 -12.5947 39.8209
C: -5.7389 -11.9225 38.5915
S: -6.5048 -10.3565 38.2767
O: -8.9790 -6.7509 32.9516
H: -13.7096 -7.7733 33.1543
H: -5.8143 -12.2900 37.7114
C: -10.3211 -11.6139 35.8488
C: -9.4365 -11.3768 34.5922
N: -7.1645 -7.4837 35.9523
H: -8.7803 -12.2124 34.4762
O: -13.7024 -12.0674 35.6231
H: -5.6140 -4.3654 40.3697
H: -8.0001 -10.2588 40.2210
H: -11.3319 -5.4047 35.8925
H: -8.3084 -12.9296 39.0614

Cartesian forces (eV/Å) of the 3 atoms listed first:
H -0.7 0.0 0.2
H 2.6 -0.6 0.5
C -7.0 1.0 5.6

Values from the calculation:
Relative energy (zero: lowest compared OMol25 entry of this formula, charge and spin)   158.3 kJ/mol
LUMO level   0.250 eV
Max |F|   13.135 eV Å⁻¹
Gap between HOMO and LUMO   9.7 eV



Which of these has the lowest max |F|?
C3H12N4



Among the records above, which one has the lowest max |F|?
C3H12N4